{
  "formula": "C3H9N4O",
  "method": "wB97M-V/def2-TZVPD",
  "orbital_gap_ev": [7.4, 7.8],
  "s_squared": 2.01,
  "spin_multiplicity": 3,
  "total_charge": 1,
  "e_above_lowest_kj_mol": 81.3,
  "e_homo_ev": [-11.0, -14.2],
  "species": ["C", "C", "C", "N", "N", "N", "N", "O", "H", "H", "H", "H", "H", "H", "H", "H", "H"],
  "xyz": [[1.744, -1.297, -0.503], [-1.951, -0.693, 0.585], [0.419, -0.041, 0.453], [2.464, 1.061, 0.569], [1.227, 1.022, 0.179], [-0.860, -0.001, 0.011], [-1.221, 0.895, -1.041], [2.793, -0.923, -0.265], [1.259, -2.097, -1.046], [-2.772, -0.034, 0.695], [-2.297, -1.653, 0.233], [-1.821, -1.004, 1.600], [0.725, -0.633, 1.430], [3.012, 1.702, 0.058], [-1.841, 0.443, -1.718], [-1.638, 1.631, -0.528], [0.756, 1.622, -0.712]],
  "nbo_charge": [0.4145, -0.4632, 0.2083, -0.3242, -0.4312, -0.1741, -0.6481, -0.3185, 0.1995, 0.2347, 0.2405, 0.2429, 0.2816, 0.3472, 0.4013, 0.3815, 0.4074]
}

***

{
  "formula": "C4H10NO",
  "method": "wB97M-V/def2-TZVPD",
  "orbital_gap_ev": [6.8, 7.5],
  "total_charge": 1,
  "e_above_lowest_kj_mol": 611.3,
  "e_homo_ev": [-14.2, -14.4],
  "species": ["C", "C", "C", "C", "N", "O", "H", "H", "H", "H", "H", "H", "H", "H", "H", "H"],
  "xyz": [[1.164, 1.059, 0.130], [-0.760, -1.366, 0.215], [-1.940, 0.693, -0.362], [2.273, 0.387, 0.180], [-0.845, -0.181, -0.522], [2.477, -0.719, -0.510], [0.687, 1.833, 0.697], [-1.499, -2.009, -0.351], [-1.248, -1.171, 1.243], [0.184, -1.724, 0.463], [-2.811, 0.152, -0.651], [-2.069, 1.631, -1.029], [-2.308, 1.192, 0.596], [0.443, 0.592, -0.678], [2.895, 0.714, 0.988], [3.355, -1.084, -0.409]],
  "nbo_charge": [-0.3833, -0.4707, -0.5427, 0.1996, -0.0460, -0.6264, 0.2530, 0.3035, 0.2087, 0.2645, 0.3020, 0.2658, 0.2629, 0.2690, 0.2206, 0.5195]
}

***

{
  "formula": "C23H32N6O4SSb2V",
  "method": "wB97M-V/def2-TZVPD",
  "orbital_gap_ev": [7.5, 7.4],
  "s_squared": 3.76,
  "spin_multiplicity": 4,
  "total_charge": 0,
  "e_above_lowest_kj_mol": 112.6,
  "e_homo_ev": [-7.6, -7.7],
  "species": ["V", "N", "N", "C", "O", "O", "H", "H", "H", "C", "Sb", "C", "C", "C", "C", "C", "C", "C", "C", "C", "Sb", "C", "C", "H", "H", "H", "H", "H", "H", "H", "H", "H", "H", "H", "H", "H", "H", "H", "H", "H", "H", "H", "H", "N", "C", "C", "C", "C", "C", "C", "S", "O", "O", "N", "C", "N", "C", "C", "C", "N", "H", "H", "H", "H", "H", "H", "H", "H", "H"],
  "xyz": [[0.571, -0.549, 0.824], [0.784, -1.708, 3.558], [-0.503, -2.274, 3.460], [-1.485, -1.575, 2.723], [-2.639, -1.952, 2.811], [-1.042, -0.587, 2.019], [1.459, -2.451, 3.688], [0.851, -1.065, 4.342], [-0.879, -2.731, 4.279], [0.860, 2.184, -1.857], [0.497, 2.239, 0.248], [2.307, 3.273, 0.765], [-0.775, 3.979, 0.158], [-1.396, 4.428, 1.447], [-0.584, 5.042, 2.399], [-1.083, 5.464, 3.621], [-2.428, 5.279, 3.899], [-3.248, 4.685, 2.953], [-2.761, 4.249, 1.719], [-3.683, 3.578, 0.753], [-3.291, 1.412, 0.724], [-3.425, 1.263, 2.852], [-5.335, 0.841, 0.402], [0.865, 3.196, -2.260], [0.083, 1.597, -2.344], [1.819, 1.706, -2.050], [2.366, 4.210, 0.210], [3.165, 2.655, 0.500], [2.344, 3.486, 1.832], [-1.506, 3.769, -0.621], [-0.100, 4.747, -0.228], [0.466, 5.196, 2.170], [-0.429, 5.937, 4.343], [-2.842, 5.604, 4.845], [-4.302, 4.556, 3.167], [-3.551, 3.955, -0.264], [-4.723, 3.741, 1.034], [-4.257, 1.866, 3.216], [-2.501, 1.603, 3.315], [-3.588, 0.213, 3.093], [-5.975, 1.333, 1.135], [-5.420, -0.239, 0.520], [-5.659, 1.113, -0.602], [5.018, -6.239, 1.536], [4.127, -5.360, 0.950], [3.086, -4.799, 1.698], [2.163, -3.962, 1.100], [2.272, -3.674, -0.255], [3.292, -4.234, -1.015], [4.214, -5.069, -0.416], [1.132, -2.575, -1.015], [-0.002, -2.459, -0.066], [0.840, -3.034, -2.333], [1.768, -1.101, -0.961], [2.947, -0.907, -0.287], [4.153, -1.165, -0.791], [5.184, -0.897, 0.000], [5.055, -0.369, 1.279], [3.772, -0.132, 1.722], [2.727, -0.402, 0.945], [5.101, -6.210, 2.537], [5.885, -6.401, 1.054], [2.989, -5.049, 2.749], [1.335, -3.560, 1.669], [3.357, -4.013, -2.072], [5.005, -5.513, -1.009], [6.166, -1.114, -0.409], [5.915, -0.157, 1.896], [3.559, 0.271, 2.705]],
  "nbo_charge": [1.1115, -0.6595, -0.5208, 0.8825, -0.6764, -0.8580, 0.3549, 0.3501, 0.3756, -0.9810, 1.0995, -0.9975, -0.7529, 0.0270, -0.2299, -0.2267, -0.2123, -0.1984, -0.0547, -0.7647, 1.0454, -0.9930, -0.9940, 0.2247, 0.2391, 0.2369, 0.2277, 0.2254, 0.2286, 0.2402, 0.2322, 0.1999, 0.2105, 0.2122, 0.2081, 0.2200, 0.2267, 0.2114, 0.2254, 0.2609, 0.2186, 0.2370, 0.2218, -0.7891, 0.1859, -0.2321, -0.1719, -0.4217, -0.1180, -0.2771, 2.3231, -0.9803, -0.9016, -1.0024, 0.5733, -0.4483, 0.1068, -0.3210, 0.0989, -0.5765, 0.3839, 0.3851, 0.2037, 0.2400, 0.2448, 0.2149, 0.2027, 0.2323, 0.2109]
}